--- i ---
{
  "formula": "C4H6OS",
  "method": "ωB97M-V/def2-TZVPD",
  "species": ["S", "O", "C", "C", "C", "C", "H", "H", "H", "H", "H", "H"],
  "positions_angstrom": [[1.191, -1.061, -0.169], [2.964, 0.790, -0.182], [2.735, -0.341, 0.118], [0.262, 0.437, -0.127], [-2.051, -0.416, -0.036], [-1.013, 0.675, -0.042], [-1.373, 1.669, 0.214], [3.438, -1.034, 0.637], [-1.774, -1.242, -0.753], [0.928, 1.283, -0.186], [-2.976, 0.045, -0.414], [-2.331, -0.805, 0.941]],
  "lowdin_charge": [0.968, -0.029, -0.631, -0.440, -0.120, -0.234, 0.107, 0.091, 0.085, 0.063, 0.068, 0.072],
  "homo_lumo_gap_ev": 9.69,
  "charge": 0,
  "smiles": "C/C=C\\SC=O"
}



--- ii ---
{
  "formula": "C4H6OS",
  "method": "ωB97M-V/def2-TZVPD",
  "species": ["S", "O", "C", "C", "C", "C", "H", "H", "H", "H", "H", "H"],
  "positions_angstrom": [[1.545, 0.952, 1.673], [0.945, 0.207, -0.683], [-1.206, -0.465, -0.355], [-0.557, -0.964, 0.668], [0.968, -0.381, 0.607], [-0.415, 0.484, -1.112], [-2.222, -0.695, -0.694], [-0.606, 1.544, -0.810], [-0.414, 0.326, -2.091], [1.673, -1.191, 0.720], [-0.903, -1.731, 1.368], [1.193, 1.914, 0.709]],
  "lowdin_charge": [0.736, -0.225, -0.107, -0.025, -0.651, -0.176, 0.121, 0.138, 0.080, 0.084, 0.104, -0.080],
  "homo_lumo_gap_ev": 9.84,
  "charge": 0,
  "smiles": "S[C@H]1C=CCO1"
}



--- iii ---
{
  "formula": "C4H6OS",
  "method": "ωB97M-V/def2-TZVPD",
  "species": ["S", "O", "C", "C", "C", "C", "H", "H", "H", "H", "H", "H"],
  "positions_angstrom": [[-1.701, 1.054, 0.653], [1.675, 0.631, 1.249], [-0.632, -0.110, -0.050], [-0.874, -1.400, 0.244], [0.494, 0.460, -0.863], [1.700, 0.671, 0.085], [0.860, -0.093, -1.667], [-2.215, 0.121, 1.592], [-1.836, -1.629, 0.707], [-0.317, -2.172, -0.265], [2.705, 1.029, -0.381], [0.142, 1.438, -1.304]],
  "lowdin_charge": [0.787, 0.083, -0.763, -0.043, -0.175, -0.291, 0.088, -0.060, 0.045, 0.062, 0.138, 0.128],
  "homo_lumo_gap_ev": 9.30,
  "charge": 0,
  "smiles": "C=C(S)CC=O"
}



--- iv ---
{
  "formula": "C4H6OS",
  "method": "ωB97M-V/def2-TZVPD",
  "species": ["S", "O", "C", "C", "C", "C", "H", "H", "H", "H", "H", "H"],
  "positions_angstrom": [[2.328, -0.350, -0.596], [0.913, -1.720, 1.165], [0.842, -1.052, -0.068], [-0.682, 1.238, 0.992], [-0.064, -1.326, -1.052], [-0.875, -1.545, -1.921], [-1.399, 1.361, 0.147], [-1.015, 0.911, 2.014], [1.408, -1.264, 1.826], [0.218, 1.929, 0.968], [2.146, -0.197, -1.912], [-1.441, -1.785, -2.748]],
  "lowdin_charge": [0.826, -0.028, -0.751, 0.035, -0.216, 0.149, 0.001, 0.005, 0.073, 0.005, -0.110, 0.010],
  "homo_lumo_gap_ev": [7.43, 8.57],
  "charge": 0
}



Verdict on stability: iv comes out at the bottom.